The following is a quantum chemistry calculation of a structure of composition C35H36N2OP2Pd, from the Open Molecules 2025 dataset.

The geometry in ORCA input format:
```
! RIJCOSX wB97M-V def2-TZVPD def2/J DEFGRID3
* xyz 2 1
Pd 0.00 1.02 0.22
C 1.66 -2.10 2.25
C 0.13 -2.07 2.07
P -0.18 -1.82 0.30
C -0.32 -3.42 -0.51
C -1.56 -3.86 -0.99
C -1.67 -5.13 -1.52
C -0.56 -5.96 -1.59
C 0.67 -5.52 -1.12
C 0.80 -4.25 -0.59
C -1.67 -0.90 -0.04
C -1.96 -0.58 -1.38
C -3.17 0.01 -1.71
C -4.09 0.31 -0.71
C -3.80 0.01 0.62
C -2.60 -0.60 0.95
C 2.30 -0.82 1.73
P 1.71 -0.42 0.05
C 2.14 1.28 -0.43
C 2.05 2.29 0.53
C 2.24 3.63 0.15
C 2.50 3.94 -1.17
C 2.56 2.93 -2.14
C 2.36 1.62 -1.78
C 2.55 -1.44 -1.19
C 1.88 -1.84 -2.34
C 2.53 -2.60 -3.30
C 3.85 -2.98 -3.09
C 4.53 -2.58 -1.95
C 3.88 -1.80 -1.00
H 2.09 -2.96 1.75
H 1.89 -2.21 3.31
H -0.29 -1.23 2.62
H -0.33 -3.00 2.40
H -2.43 -3.22 -0.94
H -2.63 -5.48 -1.89
H -0.65 -6.96 -2.01
H 1.54 -6.17 -1.18
H 1.77 -3.91 -0.26
H -1.26 -0.84 -2.17
H -3.39 0.23 -2.74
H -5.03 0.77 -0.97
H -4.53 0.23 1.39
H -2.40 -0.85 1.99
H 3.39 -0.87 1.72
H 2.00 0.02 2.36
H 1.88 2.06 1.57
H 2.20 4.41 0.90
H 2.67 4.96 -1.46
H 2.77 3.18 -3.17
H 2.41 0.84 -2.53
H 0.85 -1.57 -2.50
H 2.01 -2.91 -4.19
H 4.36 -3.59 -3.83
H 5.56 -2.87 -1.79
H 4.43 -1.47 -0.13
C -1.97 0.88 4.40
C -1.23 1.61 3.31
O -0.30 1.09 2.68
N -1.62 2.88 3.08
C -0.89 3.79 2.22
C -1.50 3.95 0.84
C -2.19 5.10 0.52
C -2.72 5.25 -0.76
C -2.52 4.24 -1.67
C -1.81 3.12 -1.27
N -1.31 2.96 -0.04
H -1.73 -0.18 4.36
H -3.05 1.02 4.31
H -1.67 1.27 5.37
H -2.36 3.25 3.65
H 0.13 3.43 2.13
H -0.86 4.77 2.71
H -2.31 5.88 1.26
H -3.26 6.15 -1.03
H -2.89 4.30 -2.69
H -1.62 2.31 -1.97
*
```

Calculated values
HOMO level: -13.41 eV
Energy relative to the best compared isomer or geometry (same formula, charge and spin): 41.7 kcal per mole



The following is a quantum chemistry calculation of a cluster of 2 separate species, C11H15N in total in a non-equilibrium geometry, from the Open Molecules 2025 dataset.

The geometry in ORCA input format:
```
! RIJCOSX wB97M-V def2-TZVPD def2/J DEFGRID3
* xyz 0 1
C 1.52 0.67 1.51
C 1.18 -0.35 0.50
C 1.32 -1.72 0.53
N 0.91 -2.25 -0.67
C 0.38 -1.26 -1.45
C -0.16 -1.30 -2.74
C -0.84 -0.17 -3.14
C -0.80 1.03 -2.39
C -0.15 1.14 -1.18
C 0.47 -0.06 -0.71
H 0.64 1.18 1.90
H 2.12 1.43 1.00
H 2.04 0.36 2.42
H 1.81 -2.38 1.23
H 1.06 -3.17 -1.06
H -0.06 -2.16 -3.39
H -1.39 -0.04 -4.06
H -1.12 1.91 -2.93
H 0.05 2.05 -0.64
C -1.10 2.18 3.76
C -2.11 1.09 3.37
H -0.76 2.71 2.87
H -1.66 2.88 4.37
H -0.17 1.82 4.21
H -2.96 0.98 4.05
H -1.65 0.12 3.17
H -2.61 1.38 2.44
*
```

Calculated values
HOMO level: -7.80 eV
Energy relative to the best compared isomer or geometry (same formula, charge and spin): 15.4 kcal per mole
SMILES string: Cc1c[nH]c2ccccc12.CC



The following is a quantum chemistry calculation of a structure of composition C23H17F3Na in a non-equilibrium geometry, from the Open Molecules 2025 dataset.

The geometry in ORCA input format:
```
! RIJCOSX wB97M-V def2-TZVPD def2/J DEFGRID3
* xyz -1 1
F -2.94 -4.46 3.30
C -3.73 -3.35 3.03
F -4.72 -3.78 2.16
F -4.36 -3.03 4.23
C -2.97 -2.24 2.50
C -3.57 -1.34 1.64
C -2.87 -0.26 1.17
C -1.51 -0.02 1.57
C -0.81 1.09 1.07
C 0.50 1.48 1.35
C 1.04 2.66 0.73
C 2.34 3.05 0.97
C 3.18 2.31 1.81
C 2.66 1.15 2.43
C 1.35 0.74 2.21
C -0.93 -0.96 2.46
C -1.65 -2.05 2.92
H -4.59 -1.50 1.35
H -3.34 0.45 0.49
H -1.37 1.74 0.38
H 0.41 3.24 0.07
H 2.74 3.94 0.49
H 4.19 2.61 1.98
H 3.30 0.58 3.10
H 0.95 -0.14 2.67
H 0.08 -0.78 2.77
H -1.20 -2.75 3.60
C -0.28 -1.29 -3.67
Na -1.07 0.88 -3.13
C -0.60 -1.53 -2.31
C 0.30 -0.81 -1.51
C 1.19 -0.10 -2.33
C 0.85 -0.35 -3.69
C 1.39 0.45 -4.72
C 2.37 1.37 -4.42
C 2.79 1.58 -3.10
C 2.20 0.87 -2.07
H -0.16 -2.17 -4.33
H -1.38 -2.20 -1.90
H 0.28 -0.82 -0.37
H 1.04 0.33 -5.76
H 2.84 1.98 -5.22
H 3.58 2.31 -2.89
H 2.48 1.09 -1.02
*
```

Calculated values
HOMO level: -2.55 eV
Energy relative to the best compared isomer or geometry (same formula, charge and spin): 32.7 kcal per mole



The following is a quantum chemistry calculation of an isolated molecule of C3H7N3S2, from the Open Molecules 2025 dataset.

The geometry in ORCA input format:
```
! RIJCOSX wB97M-V def2-TZVPD def2/J DEFGRID3
* xyz 0 1
C 0.22 1.75 -0.26
C 0.96 0.53 0.23
N 2.12 0.29 -0.24
S 3.11 -1.01 0.15
S 0.17 -0.46 1.50
C -1.54 -0.40 0.99
N -2.02 -0.87 -0.09
N -1.25 -1.50 -0.98
H -0.02 2.39 0.56
H 0.86 2.31 -0.95
H -0.71 1.46 -0.76
H 2.30 -1.70 0.99
H -2.26 0.05 1.71
H -1.68 -1.55 -1.89
H -0.26 -1.30 -0.99
*
```

Calculated values
HOMO level: -8.82 eV
Energy relative to the best compared isomer or geometry (same formula, charge and spin): 49.2 kcal per mole
SMILES string: C/C(=N/S)S/C=N\N



The following is a quantum chemistry calculation of a structure of composition C29H36N2OP2Tb in a non-equilibrium geometry, from the Open Molecules 2025 dataset.

The geometry in ORCA input format:
```
! RIJCOSX wB97M-V def2-TZVPD def2/J DEFGRID3
* xyz 1 7
C 4.26 0.21 1.07
C 3.02 0.81 0.85
C 2.50 0.80 -0.47
C 3.25 0.30 -1.53
C 4.48 -0.32 -1.29
C 4.97 -0.36 0.01
C 2.58 0.23 -2.90
C 1.51 1.30 -3.08
C 0.86 1.78 -1.95
C -0.18 2.75 -2.06
C -0.63 3.07 -3.34
C -0.04 2.51 -4.48
C 1.05 1.64 -4.35
H 4.67 0.19 2.08
H 5.02 -0.76 -2.13
H 5.93 -0.85 0.21
H 3.36 0.43 -3.65
H -1.45 3.78 -3.45
H -0.42 2.77 -5.46
H 1.54 1.21 -5.23
N 1.15 1.15 -0.71
Tb -0.38 0.10 0.02
C 2.21 1.42 1.99
H 1.81 2.40 1.70
H 2.84 1.54 2.88
C -0.80 3.39 -0.82
H -0.02 3.70 -0.10
H -1.37 4.28 -1.11
P 0.74 0.40 2.54
P -2.00 2.33 0.15
C -3.52 2.55 -0.84
H -4.16 1.67 -0.67
H -4.05 3.45 -0.51
H -3.29 2.62 -1.91
C -2.37 3.36 1.61
H -3.20 4.04 1.38
H -2.68 2.69 2.42
H -1.50 3.93 1.94
C 1.59 -0.93 3.46
H 1.78 -0.62 4.49
H 0.94 -1.81 3.46
H 2.53 -1.21 2.97
C 0.09 1.39 3.92
H -0.65 0.77 4.46
H 0.90 1.66 4.62
H -0.42 2.29 3.56
C 1.94 -1.05 -2.94
O 0.97 -1.48 -2.37
H 2.72 -1.31 -3.65
C -2.55 -1.29 -1.20
N -3.26 -1.92 -0.10
C -4.12 -3.03 -0.44
C -2.60 -1.99 1.20
C -1.31 -2.79 1.23
C -1.33 -4.11 1.70
C -0.18 -4.90 1.60
C 0.99 -4.34 1.09
C 1.02 -2.99 0.68
C -0.13 -2.23 0.76
H -3.12 -1.46 -2.12
H -1.53 -1.70 -1.37
H -2.52 -0.18 -1.06
H -3.57 -3.98 -0.59
H -4.83 -3.18 0.39
H -4.67 -2.79 -1.36
H -2.41 -0.93 1.53
H -3.33 -2.43 1.88
H -2.26 -4.50 2.12
H -0.21 -5.93 1.93
H 1.90 -4.95 1.01
H 1.95 -2.56 0.30
*
```

Calculated values
HOMO level (alpha / beta): -10.32 / -10.36 eV
⟨S²⟩: 12.1161



The following is a quantum chemistry calculation of a structure of composition C46H24ClFIrN12O in a non-equilibrium geometry, from the Open Molecules 2025 dataset.

The geometry in ORCA input format:
```
! RIJCOSX wB97M-V def2-TZVPD def2/J DEFGRID3
* xyz 0 2
Ir -0.26 0.03 -0.03
C 4.50 2.49 -4.18
C 5.18 1.31 -3.88
C 4.64 0.37 -3.02
C 3.40 0.64 -2.48
C 2.55 -0.10 -1.52
N 1.35 0.60 -1.38
C 1.44 1.76 -2.04
N 0.60 2.78 -2.02
C -0.64 2.64 -1.52
C -1.63 3.69 -1.46
C -1.56 5.06 -1.69
C -2.71 5.80 -1.52
C -3.92 5.19 -1.16
C -4.01 3.83 -0.96
C -2.84 3.08 -1.09
C -2.55 1.68 -0.96
N -3.43 0.68 -0.90
C -3.06 -0.57 -0.90
N -1.80 -1.10 -0.69
C -1.89 -2.44 -0.56
N -0.95 -3.28 -0.22
C 0.31 -2.91 0.03
N 0.83 -1.70 0.19
C 2.29 -1.80 0.15
N 2.98 -1.14 -0.91
C 2.58 -3.27 0.10
C 3.78 -3.93 0.00
C 3.73 -5.32 -0.08
C 2.51 -6.00 -0.09
C 1.31 -5.31 -0.05
C 1.37 -3.93 0.04
C -3.27 -2.85 -0.84
C -3.86 -4.10 -0.88
C -5.23 -4.14 -1.15
C -5.96 -2.97 -1.35
C -5.35 -1.72 -1.30
C -4.00 -1.69 -1.04
N -1.21 1.48 -1.14
C 2.72 1.82 -2.78
C 3.26 2.77 -3.63
H 4.96 3.20 -4.86
H 6.15 1.13 -4.33
H 5.16 -0.55 -2.77
H -0.62 5.52 -1.99
H -2.69 6.87 -1.67
H -4.80 5.81 -1.04
H -4.94 3.36 -0.69
H 4.72 -3.40 -0.01
H 4.65 -5.89 -0.14
H 2.51 -7.08 -0.15
H 0.35 -5.81 -0.10
H -3.28 -4.99 -0.72
H -5.74 -5.10 -1.19
H -7.02 -3.04 -1.55
H -5.91 -0.81 -1.45
H 2.72 3.68 -3.85
Cl -1.52 4.64 2.95
C -0.18 3.87 2.19
C 1.06 4.49 2.12
C 2.08 3.82 1.47
C 1.83 2.57 0.92
N 0.64 1.98 0.99
C -0.35 2.62 1.63
H 1.20 5.46 2.56
H 3.06 4.26 1.39
H 2.60 2.04 0.39
H -1.30 2.11 1.69
O 2.82 0.11 1.40
N 2.76 -1.12 1.45
C 3.01 -1.77 2.58
C 3.38 -0.97 3.70
N 3.68 -0.34 4.62
C 2.78 -3.16 2.82
N 2.55 -4.24 3.14
F -2.30 -1.04 5.73
C -1.91 -0.81 4.45
C -0.58 -0.54 4.20
C -0.20 -0.31 2.88
C -1.10 -0.35 1.81
C -2.43 -0.61 2.13
C -2.84 -0.84 3.45
H 0.13 -0.49 5.01
H 0.83 -0.04 2.70
H -3.21 -0.62 1.39
H -3.88 -1.04 3.68
*
```

Calculated values
HOMO level (alpha / beta): -6.79 / -7.81 eV
Energy relative to the best compared isomer or geometry (same formula, charge and spin): 24.8 kcal per mole
⟨S²⟩: 0.7975



Copy entry 2 word for word.
The following is a quantum chemistry calculation of a cluster of 2 separate species, C11H15N in total in a non-equilibrium geometry, from the Open Molecules 2025 dataset.

The geometry in ORCA input format:
```
! RIJCOSX wB97M-V def2-TZVPD def2/J DEFGRID3
* xyz 0 1
C 1.52 0.67 1.51
C 1.18 -0.35 0.50
C 1.32 -1.72 0.53
N 0.91 -2.25 -0.67
C 0.38 -1.26 -1.45
C -0.16 -1.30 -2.74
C -0.84 -0.17 -3.14
C -0.80 1.03 -2.39
C -0.15 1.14 -1.18
C 0.47 -0.06 -0.71
H 0.64 1.18 1.90
H 2.12 1.43 1.00
H 2.04 0.36 2.42
H 1.81 -2.38 1.23
H 1.06 -3.17 -1.06
H -0.06 -2.16 -3.39
H -1.39 -0.04 -4.06
H -1.12 1.91 -2.93
H 0.05 2.05 -0.64
C -1.10 2.18 3.76
C -2.11 1.09 3.37
H -0.76 2.71 2.87
H -1.66 2.88 4.37
H -0.17 1.82 4.21
H -2.96 0.98 4.05
H -1.65 0.12 3.17
H -2.61 1.38 2.44
*
```

Calculated values
HOMO level: -7.80 eV
Energy relative to the best compared isomer or geometry (same formula, charge and spin): 15.4 kcal per mole
SMILES string: Cc1c[nH]c2ccccc12.CC